1.
{"formula": "C32H38BrN7O7PSSc", "method": "ωB97M-V with the def2-TZVPD basis set", "elements": ["Sc", "O", "C", "O", "C", "C", "C", "C", "C", "C", "P", "C", "C", "C", "C", "C", "C", "C", "C", "C", "C", "C", "C", "H", "H", "H", "H", "H", "H", "H", "H", "H", "H", "H", "H", "H", "H", "O", "S", "O", "O", "O", "O", "C", "N", "C", "N", "C", "N", "C", "N", "C", "N", "C", "C", "H", "H", "H", "H", "H", "H", "H", "H", "H", "H", "H", "H", "Br", "C", "C", "N", "C", "C", "N", "C", "C", "H", "H", "H", "H", "H", "H", "H", "H", "H", "H", "H", "H"], "positions_angstrom": [[-1.8162, 0.1054, 1.5963], [0.0365, -2.5375, 3.4293], [0.4330, -1.3919, 3.2477], [-0.2478, -0.3910, 2.8570], [1.8861, -1.0830, 3.5888], [2.3765, -1.6458, 4.7680], [3.6690, -1.4030, 5.1921], [4.5070, -0.6055, 4.4203], [4.0380, -0.0707, 3.2342], [2.7281, -0.2926, 2.7997], [2.1706, 0.3720, 1.1612], [2.8458, 2.0843, 1.2759], [1.9392, 3.0536, 1.7105], [2.3476, 4.3705, 1.8754], [3.6549, 4.7391, 1.5928], [4.5582, 3.7853, 1.1428], [4.1557, 2.4664, 0.9870], [3.4197, -0.4197, 0.0650], [3.6405, 0.1508, -1.1945], [4.4576, -0.4671, -2.1267], [5.0600, -1.6833, -1.8269], [4.8338, -2.2680, -0.5908], [4.0220, -1.6430, 0.3469], [1.7091, -2.2813, 5.3356], [4.0280, -1.8336, 6.1200], [5.5241, -0.4083, 4.7397], [4.7012, 0.5331, 2.6273], [0.9058, 2.7769, 1.8858], [1.6298, 5.1107, 2.2068], [3.9681, 5.7702, 1.7105], [5.5781, 4.0695, 0.9089], [4.8636, 1.7287, 0.6268], [3.1660, 1.0961, -1.4406], [4.6151, -0.0047, -3.0942], [5.6890, -2.1768, -2.5583], [5.2818, -3.2259, -0.3545], [3.8415, -2.1207, 1.3016], [-1.9528, 3.3324, -0.5704], [-2.2644, 2.7294, 0.7189], [-2.8119, 3.6746, 1.6637], [-3.1503, 1.5082, 0.5564], [-1.0199, 2.0392, 1.2937], [0.7761, -2.9975, -0.3312], [-0.0358, -2.2097, 0.0593], [-0.8475, -1.4370, 0.4428], [-2.0783, 1.2794, -2.9377], [-1.5188, 1.6358, -4.2610], [-1.1477, 0.3949, -4.9374], [-0.1815, -0.4059, -4.1843], [-0.7616, -0.6941, -2.8572], [-1.1259, 0.5199, -2.1378], [0.0852, 1.3192, -1.9522], [0.7072, 1.6637, -3.2478], [-0.2899, 2.4081, -4.0236], [1.0070, 0.4238, -3.9598], [-2.9763, 0.6751, -3.1001], [-2.3388, 2.1846, -2.3919], [-0.7145, 0.6378, -5.9139], [-2.0510, -0.2021, -5.0937], [-0.0289, -1.2566, -2.2783], [-1.6519, -1.3151, -2.9944], [0.7884, 0.7333, -1.3565], [-0.1737, 2.2306, -1.4161], [0.1447, 2.6790, -4.9920], [-0.5514, 3.3156, -3.4771], [1.7260, -0.1563, -3.3773], [1.4510, 0.6699, -4.9307], [-3.2236, 0.2175, 3.9152], [-3.6768, -1.4186, -0.6383], [-4.8007, -2.3790, -1.0974], [-5.6459, -2.7836, 0.0286], [-4.8060, -3.4495, 1.0292], [-3.6523, -2.5293, 1.4955], [-3.7498, -1.2124, 0.8244], [-5.0763, -0.6225, 1.1240], [-6.1988, -1.5687, 0.6353], [-3.7569, -0.4322, -1.0973], [-2.6915, -1.8140, -0.8692], [-4.3794, -3.2835, -1.5445], [-5.4411, -1.9077, -1.8478], [-4.4186, -4.3725, 0.5902], [-5.4481, -3.7268, 1.8691], [-2.6771, -2.9474, 1.2459], [-3.6754, -2.3551, 2.5715], [-5.1151, 0.3494, 0.6386], [-5.1219, -0.4549, 2.1974], [-6.8276, -1.0781, -0.1129], [-6.8468, -1.8706, 1.4625]], "gap_ev": 7.65, "e_homo_ev": -3.314, "lumo_energy_ev": 4.34, "mol_weight_g_mol": 820.60, "largest_force_ha_per_bohr": 0.008, "total_charge": -2, "relative_energy_kj_mol": 33.9}



2.
{"formula": "C3H7N3S", "method": "ωB97M-V with the def2-TZVPD basis set", "elements": ["C", "C", "C", "H", "H", "H", "H", "H", "H", "H", "N", "N", "N", "S"], "positions_angstrom": [[0.7377, -1.2229, -0.0327], [-0.8550, -1.1896, 0.3095], [-0.6411, 1.7058, 0.0641], [1.2106, -2.1463, -0.6987], [1.4470, -1.2483, 0.8737], [-0.7683, -0.6140, 1.1958], [-1.1203, -2.2893, 0.8808], [-0.6483, 2.7375, 0.3522], [1.2871, 1.9059, -0.0512], [1.7644, 0.2325, -1.3599], [-1.7904, 1.2898, -0.0870], [0.6355, 1.1805, -0.0277], [0.9367, 0.0354, -0.8909], [-2.1957, -0.3771, -0.5280]], "gap_ev": 8.69, "e_homo_ev": -7.923, "smiles": "C1=NSCCNN1", "lumo_energy_ev": 0.77, "mol_weight_g_mol": 117.18, "largest_force_ha_per_bohr": 0.103, "relative_energy_kj_mol": 401.3}



3.
{"formula": "C4H9NO", "method": "ωB97M-V with the def2-TZVPD basis set", "elements": ["C", "C", "N", "C", "C", "O", "H", "H", "H", "H", "H", "H", "H", "H", "H"], "positions_angstrom": [[-0.1217, -0.2524, 0.5077], [1.4396, -0.7348, -0.3179], [-0.8942, -1.4683, 0.4768], [-1.0770, 1.0142, 0.4867], [-1.6587, 1.8514, -0.3505], [2.3881, 0.2708, -0.2500], [3.0834, 0.0874, 0.3906], [0.3521, -0.1466, 1.4835], [-1.8993, -1.3260, 0.4250], [-0.7659, -2.1148, -0.2933], [1.6883, -1.6480, 0.2270], [1.1801, -0.9320, -1.3591], [0.1480, 0.8092, -0.2119], [-1.1422, 2.5627, -0.9917], [-2.7208, 2.0271, -0.2227]], "gap_ev": 7.96, "e_homo_ev": -7.295, "lumo_energy_ev": 0.66, "mol_weight_g_mol": 87.12, "largest_force_ha_per_bohr": 0.070, "relative_energy_kj_mol": 743.3}



4.
{"formula": "C34H25N3O11PYb", "method": "ωB97M-V with the def2-TZVPD basis set", "elements": ["Yb", "O", "C", "C", "C", "N", "C", "C", "C", "O", "O", "C", "O", "O", "H", "H", "H", "N", "C", "C", "O", "O", "H", "H", "H", "H", "O", "C", "O", "C", "C", "C", "C", "C", "C", "P", "C", "C", "C", "C", "C", "C", "C", "C", "C", "C", "C", "C", "H", "H", "H", "H", "H", "H", "H", "H", "H", "H", "H", "H", "H", "H", "O", "C", "O", "C", "C", "C", "C", "C", "N", "H", "H", "H", "H"], "positions_angstrom": [[0.2335, 0.4100, -0.1193], [-0.3767, -4.2640, 4.2880], [-0.1466, -3.2140, 3.4468], [1.0137, -3.1260, 2.6907], [1.1594, -2.0485, 1.8447], [0.2046, -1.1312, 1.7232], [-0.8869, -1.1932, 2.4840], [-1.1044, -2.2152, 3.3768], [-1.8703, -0.0387, 2.3043], [-2.8826, -0.0437, 2.9989], [-1.5047, 0.8200, 1.4277], [2.4446, -1.7918, 1.0609], [3.3810, -2.5725, 1.2641], [2.3960, -0.7694, 0.3142], [0.3430, -4.8916, 4.1731], [1.8174, -3.8524, 2.7479], [-2.0050, -2.2250, 3.9763], [1.9469, 0.7139, -1.9872], [1.7764, -0.2540, -3.0856], [0.9176, -1.4478, -2.6972], [0.7424, -2.3239, -3.5478], [0.4260, -1.4181, -1.5157], [2.2129, 1.6156, -2.3447], [2.6827, 0.3847, -1.3671], [2.7225, -0.6483, -3.4498], [1.2676, 0.2344, -3.9130], [-0.9614, 1.5187, -3.9458], [-1.3897, 0.7418, -3.0867], [-1.2394, 0.8499, -1.8274], [-2.2015, -0.4676, -3.5024], [-2.5846, -0.5538, -4.8375], [-3.3637, -1.6056, -5.2856], [-3.7646, -2.5873, -4.3847], [-3.3712, -2.5149, -3.0596], [-2.5755, -1.4656, -2.5896], [-2.1409, -1.3854, -0.7685], [-3.8796, -0.9036, -0.2553], [-4.1346, 0.4700, -0.1636], [-5.3986, 0.9441, 0.1626], [-6.4402, 0.0583, 0.4126], [-6.2077, -1.3070, 0.3169], [-4.9421, -1.7791, -0.0204], [-2.0489, -3.1883, -0.3498], [-1.2850, -4.0291, -1.1769], [-1.0327, -5.3448, -0.8083], [-1.5120, -5.8470, 0.3983], [-2.2325, -5.0154, 1.2428], [-2.4908, -3.6976, 0.8725], [-2.2490, 0.2304, -5.5049], [-3.6571, -1.6656, -6.3274], [-4.3859, -3.4130, -4.7151], [-3.6873, -3.2933, -2.3744], [-3.3252, 1.1694, -0.3267], [-5.5624, 2.0141, 0.2416], [-7.4224, 0.4275, 0.6874], [-7.0124, -2.0120, 0.5070], [-4.7947, -2.8465, -0.1106], [-0.8617, -3.6396, -2.0995], [-0.4398, -5.9741, -1.4624], [-1.3097, -6.8740, 0.6843], [-2.5795, -5.3805, 2.2031], [-3.0257, -3.0534, 1.5611], [1.1657, 3.6080, 2.6526], [0.8305, 2.9714, 1.6571], [1.3346, 1.8883, 1.1994], [-0.2976, 3.5380, 0.8143], [-1.1744, 4.4762, 1.3354], [-2.1808, 4.9535, 0.5214], [-2.2512, 4.5110, -0.7969], [-1.3288, 3.5784, -1.2346], [-0.3738, 3.0841, -0.4353], [-1.0483, 4.7871, 2.3641], [-2.9078, 5.6621, 0.9039], [-3.0209, 4.8635, -1.4725], [-1.3444, 3.1948, -2.2490]], "gap_ev": [7.22, 7.22], "e_homo_ev": [-2.948, -2.946], "lumo_energy_ev": [4.27, 4.27], "multiplicity": 2, "s2": 0.75, "mol_weight_g_mol": 855.60, "largest_force_ha_per_bohr": 0.021, "total_charge": -2, "relative_energy_kj_mol": 47.2}



5.
{"formula": "C3H3NOS", "method": "ωB97M-V with the def2-TZVPD basis set", "elements": ["C", "C", "C", "N", "O", "S", "H", "H", "H"], "positions_angstrom": [[0.6824, 0.8034, 0.0442], [1.0357, -0.4787, 0.0502], [-1.3983, 0.0494, -0.0071], [-2.6042, -0.0920, 0.0321], [-0.6524, 1.1122, 0.0408], [-0.2320, -1.6869, -0.0233], [1.4422, 1.6525, 0.1743], [2.0507, -0.9449, 0.1051], [-3.1754, -0.9128, -0.0686]], "gap_ev": 8.94, "e_homo_ev": -8.414, "smiles": "[H]/N=c1/occs1", "lumo_energy_ev": 0.53, "mol_weight_g_mol": 101.13, "largest_force_ha_per_bohr": 0.096, "relative_energy_kj_mol": 155.4}



6.
{"formula": "C24H26BF6IrN8O7S3", "method": "ωB97M-V with the def2-TZVPD basis set", "elements": ["Ir", "C", "C", "C", "C", "C", "N", "N", "B", "N", "N", "C", "C", "C", "C", "C", "N", "N", "C", "C", "C", "C", "C", "H", "H", "H", "H", "H", "H", "H", "H", "H", "H", "H", "H", "H", "H", "H", "H", "H", "H", "H", "H", "H", "H", "F", "C", "F", "F", "S", "O", "O", "N", "S", "O", "O", "C", "F", "F", "F", "O", "S", "O", "N", "C", "O", "C", "C", "C", "C", "C", "C", "H", "H", "H", "H"], "positions_angstrom": [[-0.0553, -0.4058, 0.2016], [-0.6233, -3.3982, 2.1363], [-0.9317, -2.0295, 2.6361], [-1.3634, -1.7062, 3.9213], [-1.5811, -0.3418, 3.9321], [-2.0432, 0.5342, 5.0461], [-1.3062, 0.1287, 2.7087], [-0.9033, -0.9040, 1.9105], [-1.3418, 1.5810, 2.1706], [0.1207, 1.9486, 1.8687], [0.8657, 1.0245, 1.2058], [2.1118, 1.5119, 1.0599], [3.2422, 0.8094, 0.3966], [2.1566, 2.7533, 1.6885], [0.8896, 2.9921, 2.1871], [0.3703, 4.1601, 2.9543], [-2.0903, 1.6157, 0.8305], [-1.8645, 0.6061, -0.0459], [-2.6679, 0.8016, -1.0985], [-2.7257, -0.1236, -2.2637], [-3.4316, 1.9426, -0.8776], [-3.0386, 2.4319, 0.3573], [-3.5231, 3.6300, 1.1000], [-1.2034, -4.1197, 2.7084], [-0.8794, -3.5114, 1.0863], [0.4335, -3.6371, 2.2596], [-1.4959, -2.3929, 4.7395], [-2.2323, -0.0730, 5.9284], [-1.2891, 1.2811, 5.2962], [-2.9598, 1.0614, 4.7830], [-1.8430, 2.3331, 2.9495], [2.9877, -0.2054, 0.1202], [3.5400, 1.3548, -0.4982], [4.0930, 0.7778, 1.0772], [3.0179, 3.3928, 1.7780], [1.1745, 4.8735, 3.1181], [-0.4303, 4.6618, 2.4103], [-0.0251, 3.8551, 3.9235], [-2.6127, -1.1555, -1.9401], [-3.6934, -0.0329, -2.7532], [-1.9558, 0.1117, -2.9999], [-4.1831, 2.3527, -1.5301], [-4.2921, 4.1318, 0.5174], [-3.9434, 3.3569, 2.0682], [-2.7107, 4.3358, 1.2765], [3.5822, -1.7988, -3.0657], [3.3359, -0.5430, -3.4128], [3.6150, -0.3703, -4.6982], [4.1034, 0.2694, -2.6906], [1.5514, -0.2010, -3.1173], [1.3997, -0.5480, -1.6923], [0.8365, -1.0442, -4.0221], [1.5518, 1.3220, -3.4745], [0.5957, 2.4196, -2.8820], [-0.5684, 2.6828, -3.6718], [0.4300, 2.3169, -1.4522], [1.6845, 3.8846, -3.0966], [2.8404, 3.7061, -2.4589], [1.0645, 4.9414, -2.5689], [1.9288, 4.1195, -4.3795], [3.8862, -4.7949, -1.6658], [2.8014, -4.7880, -0.7335], [2.6025, -5.9246, 0.1195], [2.8168, -3.4137, 0.1639], [1.7241, -2.7402, -0.0071], [1.4597, -1.6769, 0.6617], [0.7559, -3.2983, -1.0014], [-0.4825, -2.8289, -1.3890], [-1.1895, -3.5045, -2.3701], [-0.6464, -4.6491, -2.9487], [0.5878, -5.1434, -2.5467], [1.2624, -4.4485, -1.5643], [-0.9448, -1.9190, -0.9617], [-2.1536, -3.1466, -2.7031], [-1.1994, -5.1577, -3.7269], [1.0053, -6.0379, -2.9885]], "gap_ev": 8.08, "e_homo_ev": -9.318, "lumo_energy_ev": -1.24, "mol_weight_g_mol": 951.74, "largest_force_ha_per_bohr": 0.041, "relative_energy_kj_mol": 196.2}



7.
{"formula": "H10O4S", "method": "ωB97M-V with the def2-TZVPD basis set", "elements": ["S", "H", "H", "H", "H", "O", "H", "H", "O", "H", "H", "O", "H", "H", "O"], "positions_angstrom": [[1.0609, -1.7575, -1.4127], [0.1626, -1.4058, -2.5300], [1.9270, -0.7382, -1.5971], [-0.4925, -0.8853, 1.1963], [-1.5535, -1.6724, 2.0095], [-1.3221, -0.7902, 1.8149], [-3.2402, -0.1138, 0.5671], [-3.5007, 1.0197, 1.4129], [-3.3813, 0.8265, 0.4271], [2.1989, 2.0574, -1.6494], [2.4777, 2.1366, -0.4057], [2.8345, 1.5681, -1.1260], [-0.4075, 1.9216, 0.8545], [-0.7536, 1.0631, 1.9241], [0.1448, 1.4877, 1.4866]], "gap_ev": 10.11, "e_homo_ev": -9.789, "smiles": "O.O.O.O.S", "lumo_energy_ev": 0.32, "mol_weight_g_mol": 106.14, "largest_force_ha_per_bohr": 0.089, "relative_energy_kj_mol": 178.0}



8.
{"formula": "C3H6OS", "method": "ωB97M-V with the def2-TZVPD basis set", "elements": ["C", "C", "C", "O", "S", "H", "H", "H", "H", "H", "H"], "positions_angstrom": [[1.1533, -0.0567, -0.0340], [0.2881, -1.6121, -0.7751], [0.9294, 0.1360, 1.4663], [0.9703, 0.9954, -0.9330], [2.5968, 0.3712, -0.9191], [-0.6065, -1.2494, -1.1208], [0.0643, -2.3583, 0.1157], [0.8801, -2.0300, -1.5381], [0.7502, 1.1210, 1.7201], [1.7681, -0.3277, 1.9374], [0.1157, -0.4742, 1.5749]], "gap_ev": 9.09, "e_homo_ev": -8.835, "lumo_energy_ev": 0.25, "mol_weight_g_mol": 90.15, "largest_force_ha_per_bohr": 0.115, "relative_energy_kj_mol": 320.5}